10
Properties=species:S:1:pos:R:3 method="wB97M-V/def2-TZVPD" e_lumo_ev=0.622 spin_multiplicity=1 e_homo_ev=-8.91 homo_lumo_gap_ev=9.536
C 1.43 -0.31 -0.28
C -0.76 -0.21 -0.21
O -1.04 0.85 -1.07
S -1.68 -0.26 1.35
Cl 1.95 -1.20 1.14
H 1.82 0.73 -0.31
H 1.55 -0.89 -1.19
H -1.28 -1.10 -0.75
H -1.03 1.74 -0.76
H -0.96 0.65 2.08

---

10
Properties=species:S:1:pos:R:3 method="wB97M-V/def2-TZVPD" e_lumo_ev=-0.490 spin_multiplicity=1 e_homo_ev=-9.36 homo_lumo_gap_ev=8.872
C 1.02 -0.32 0.56
C -0.07 0.58 0.72
O -2.21 -0.75 -1.08
S 0.18 2.06 0.08
Cl 2.06 -0.40 -0.92
H 0.93 -1.40 0.89
H 1.62 0.14 1.41
H -2.82 -1.39 -0.64
H -1.96 -0.19 -0.36
H 1.25 1.68 -0.65

---

9
Properties=species:S:1:pos:R:3 method="wB97M-V/def2-TZVPD" e_lumo_ev="0.058 / -0.268" spin_multiplicity=1 e_homo_ev="-8.26 / -8.78" homo_lumo_gap_ev="8.315 / 8.512"
C 0.89 0.48 -0.60
C -1.20 -0.18 0.85
S -1.76 -1.69 0.27
Cl -0.79 -0.20 2.54
H 0.90 1.52 -0.43
H 1.80 -0.08 -0.23
H 0.71 0.11 -1.61
H -1.92 0.48 0.46
H -0.74 -2.31 0.60

---

Let's list relative energy (zero: lowest compared OMol25 entry of this formula, charge and spin) in order: 57.3; 61.3; 81.8 kcal per mole.
Let's list energy in order: -27557.4400; -27557.2642; -25508.7131 eV.
Let's list F_max in order: 3.45; 3.15; 3.67 eV/Å.